# 1
Entry from the Open Molecules 2025 dataset: a 14-piece molecular cluster, C5H40N2O13 overall (the ωB97M-V functional and the def2-TZVPD basis).

Element x y z (Å)
O1 0.4897 -2.6043 -0.4099
O2 -1.6659 -1.2280 4.1984
O3 0.7810 -0.9745 1.9409
O4 -4.9969 1.1286 1.0209
O5 -3.3417 -2.1529 0.8020
O6 -1.8835 0.0203 1.7426
O7 -3.4402 -1.9554 -2.2909
O8 -0.5216 -3.0231 -2.9036
O9 2.8604 3.6111 2.2395
O10 1.9885 -0.7130 -3.8134
O11 -0.2940 -0.2192 -1.4214
O12 0.5180 0.6448 4.0686
O13 -1.8130 -3.2256 2.3144
N1 2.3150 0.3252 -0.7625
N2 1.1619 2.2173 -2.2459
C1 1.8832 2.9353 -1.1991
C2 0.8403 2.9003 -3.5896
C3 3.2833 -0.6732 -0.3003
C4 0.9977 3.6341 -0.2202
C5 2.8432 1.5963 -0.6568
H1 -1.9295 -2.9842 3.2412
H2 3.0193 3.0852 3.0796
H3 0.5320 3.0875 0.4670
H4 -3.9856 1.1236 0.8739
H5 0.1166 0.4281 -0.9919
H6 3.4603 3.2771 1.6434
H7 -0.7532 -0.8703 4.3498
H8 0.4746 4.2451 -0.8293
H9 3.4886 -0.6950 0.8495
H10 0.7149 -1.5801 2.6348
H11 0.6457 -2.1282 -1.2213
H12 0.3200 -1.4197 1.2317
H13 0.9232 1.3620 4.5252
H14 -0.8678 -0.6349 -0.7742
H15 -2.6768 -2.5838 0.1503
H16 1.5594 0.2283 -0.0282
H17 2.9988 1.8657 0.3766
H18 -2.9043 -1.2861 -2.6987
H19 -4.1824 -2.0463 -2.9253
H20 0.1173 -2.3556 -3.1892
H21 0.1962 -3.4659 -0.7249
H22 -2.0422 -0.9600 1.6085
H23 -1.0839 0.1158 2.2368
H24 -2.4657 -0.7393 4.3980
H25 1.8219 3.1699 -4.1202
H26 0.3151 2.2693 -4.3573
H27 2.6625 3.6590 -1.5209
H28 -4.9778 0.6597 1.8658
H29 0.4247 1.5520 -2.1892
H30 -3.8091 -1.6216 0.0640
H31 0.1578 3.8739 -3.2625
H32 0.9006 0.2300 3.2045
H33 4.0740 -0.7380 -1.0333
H34 1.8010 0.0266 -4.2864
H35 3.0063 -1.6821 -0.5599
H36 2.4475 -0.2903 -3.0297
H37 3.7724 1.6178 -1.2509
H38 1.7105 4.1645 0.4007
H39 -0.0983 -3.6938 -3.4216
H40 -2.7570 -2.8913 2.1632

As for the charge: -1. The energy relative to the best compared isomer or geometry (same formula, charge and spin) is 556.1 kJ/mol. Its spin multiplicity is 2. The HOMO-LUMO gap (spin up / spin down) is 1.8 / 7.9 eV.

Atom charges from the Mulliken analysis, given in e for atoms 1 to 2: atom 1 (O): -0.5478, atom 2 (O): -0.5291

***

# 2
Entry from the Open Molecules 2025 dataset: a 14-piece molecular cluster, C5H40NO14 overall (the ωB97M-V functional and the def2-TZVPD basis).

Element x y z (Å)
O1 1.1602 3.0702 -0.0675
O2 3.3602 0.9422 -1.1271
O3 -1.4352 1.6472 3.5534
O4 4.4805 -0.7057 0.9604
O5 1.1054 -0.5150 -3.9580
O6 -2.3663 -1.7914 -4.0252
O7 0.9137 2.0111 -3.2493
O8 -1.3210 -2.8529 -1.7363
O9 -2.3133 -1.4373 0.4098
O10 -1.5794 1.7366 -2.0149
O11 -4.8151 -0.9805 -0.6214
O12 1.3713 -2.6338 -1.5441
O13 -1.3098 4.1457 -0.0728
O14 -3.1653 -0.8128 3.9626
N1 -0.7164 0.6913 0.8507
C1 1.4777 -0.1344 1.7012
C2 0.7715 -1.4924 1.8531
C3 1.6649 -2.5271 2.5292
C4 0.7553 0.8593 0.7686
C5 1.1252 2.3203 1.1495
H1 2.0348 -2.1465 -1.0587
H2 -1.4778 2.5420 3.8979
H3 1.5248 0.3504 2.6781
H4 0.9141 2.8573 -2.8028
H5 0.3894 -1.8419 0.8891
H6 2.7037 -2.5064 2.2027
H7 -2.2175 1.2010 3.9054
H8 -2.2584 -1.3387 -3.1876
H9 1.0905 2.0215 -4.1943
H10 -3.2512 -1.2242 0.1734
H11 -1.0148 1.1844 -2.5683
H12 4.0728 1.4495 -1.5167
H13 2.4625 -0.3110 1.2707
H14 -2.1424 -1.8139 -0.4843
H15 -0.4976 -2.3883 -1.9630
H16 1.1347 0.7923 -0.2448
H17 -4.8906 -1.8954 -0.8910
H18 -0.3625 4.1508 -0.2883
H19 5.2870 -1.0185 0.5498
H20 -5.0710 -0.2897 -1.2164
H21 0.9002 0.2332 -3.3887
H22 1.5786 -2.4299 3.6088
H23 1.3310 -3.5443 2.3077
H24 -3.6844 -1.6210 3.8911
H25 1.8067 -1.1384 -3.8038
H26 -2.1272 2.1952 -2.6597
H27 1.8686 2.7804 -0.6591
H28 -2.8747 -0.8517 4.8812
H29 -0.1244 -1.3500 2.4616
H30 -1.3329 -3.4890 -2.4608
H31 -1.5872 5.0451 0.1174
H32 4.7587 -0.0603 1.6208
H33 -0.9838 1.0782 1.7618
H34 3.6326 0.4054 -0.3702
H35 0.2489 2.8224 1.5721
H36 1.9609 2.3483 1.8456
H37 -1.0718 -0.2776 0.7437
H38 -1.2439 1.2201 0.1432
H39 -2.3027 -1.1450 -4.7321
H40 1.6520 -3.5366 -1.3531

As for the charge: +1. The energy relative to the best compared isomer or geometry (same formula, charge and spin) is 267.5 kJ/mol. The HOMO-LUMO gap is 10.9 eV.

Atom charges from the Mulliken analysis, given in e for atoms 1 to 2: atom 1 (O): -0.5448, atom 2 (O): -0.5407

***

# 3
Entry from the Open Molecules 2025 dataset: C5H4AgLiO7 as an isolated structure (the ωB97M-V functional and the def2-TZVPD basis).

Element x y z (Å)
Ag1 -3.0618 4.6205 -1.9395
O1 0.8104 -1.3160 1.8746
O2 0.2482 1.1887 -1.1612
O3 -1.2079 0.9291 0.5664
O4 -2.2113 2.4762 -1.5480
O5 2.1651 0.4752 1.5433
O6 1.9161 -1.1107 -0.0577
O7 -1.2713 4.2021 -0.5073
C1 1.3973 -0.3622 1.0199
C2 1.2713 -2.3648 -0.1547
C3 0.4855 -2.4924 1.1624
C4 -0.3792 1.6594 -0.1226
C5 -1.3529 2.9848 -0.7413
Li1 -1.6556 0.5473 -1.3777
H1 0.7963 -3.3606 1.7590
H2 -0.5961 -2.5394 0.9804
H3 2.0379 -3.1454 -0.2656
H4 0.6079 -2.3918 -1.0304

As for the charge: -1. The energy relative to the best compared isomer or geometry (same formula, charge and spin) is 0.0 kJ/mol. Its spin multiplicity is 2. The HOMO-LUMO gap (spin up / spin down) is 3.6 / 7.0 eV.

Atom charges from the Mulliken analysis, given in e for atoms 1 to 2: atom 1 (Ag): -0.3422, atom 2 (O): -0.3283

***

# 4
Entry from the Open Molecules 2025 dataset: C5H4AgO4 as an isolated structure (the ωB97M-V functional and the def2-TZVPD basis).

Element x y z (Å)
Ag1 -0.1473 3.1254 -0.7982
O1 0.1962 -0.3505 -0.2478
O2 0.1865 -1.6382 3.2419
O3 -0.0070 1.7371 0.5835
O4 1.0761 0.1209 1.6998
C1 0.7641 -1.9562 0.9314
C2 0.5028 0.5955 0.5075
C3 0.6536 -1.3304 2.1114
C4 -1.1304 1.1347 -3.3693
C5 -0.7216 1.9833 -2.5640
H1 -0.6108 0.7080 -2.2733
H2 -0.0074 -2.5112 0.3884
H3 0.8364 -2.0505 3.8427
H4 -1.5911 0.4321 -4.0541

As for the charge: +2. Its spin multiplicity is 2. The HOMO-LUMO gap (spin up / spin down) is 9.3 / 6.0 eV.

Atom charges from the Mulliken analysis, given in e for atoms 1 to 2: atom 1 (Ag): 0.7863, atom 2 (O): -0.4843

***

Number 1: molecular weight 336.376 g mol⁻¹. Number 2: molecular weight 338.368 g mol⁻¹. Number 3: molecular weight 290.889 g mol⁻¹. Number 4: molecular weight 235.951 g mol⁻¹.